# 1
35
Properties=species:S:1:pos:R:3:forces:R:3:lowdin_charge:R:1 method="wB97M-V/def2-TZVPD" e_homo_ev=-10.07 orbital_gap_ha=0.3794 charge=0 e_lumo_ha=0.009 total_energy_ha=-4544.70034 smiles="CC[C@@H](Br)[C@@H]1C(=O)NC[C@H]1CP(=O)(O)O.ClCCl"
C 2.896 -0.973 1.654 0.54 0.14 -0.31 -0.119
C 2.213 -1.625 0.451 0.32 -0.57 1.15 -0.285
C 0.688 -1.684 0.506 0.51 0.57 -0.51 -0.578
Br 0.081 -2.414 2.229 0.11 -0.04 -0.29 0.781
C -0.034 -0.354 0.127 0.25 0.41 -0.12 -0.193
C 0.866 0.648 -0.615 0.58 1.01 0.33 -0.437
O 1.499 0.451 -1.609 0.55 -1.00 -1.08 0.085
N 0.866 1.928 -0.054 -1.07 -1.19 1.34 0.088
C -0.056 1.925 1.095 1.29 1.04 -0.34 -0.147
C -0.649 0.491 1.250 -0.82 2.07 -0.41 -0.289
C -2.187 0.729 1.264 -0.10 -1.63 1.11 -0.174
P -3.232 -0.667 0.755 -1.20 0.62 -0.63 0.407
O -3.078 -1.028 -0.644 0.81 -0.42 -1.14 -0.267
O -3.104 -1.887 1.755 -0.29 0.30 0.38 -0.150
O -4.770 -0.154 0.953 0.90 0.40 0.77 -0.139
H 2.768 0.111 1.699 -0.22 0.03 0.02 0.067
H 2.621 -1.409 2.609 -0.22 -0.01 0.00 0.034
H 3.968 -1.138 1.541 0.09 0.09 0.04 0.075
H 2.591 -1.160 -0.455 -0.40 0.01 -0.17 0.099
H 2.559 -2.659 0.422 0.01 -0.09 -0.03 0.109
H 0.380 -2.432 -0.210 -0.22 -0.13 0.00 0.090
H -0.702 -0.646 -0.684 -0.75 0.13 0.46 0.135
H 1.782 2.281 0.177 0.14 0.13 -0.58 0.137
H -0.767 2.734 0.916 -0.43 -0.35 0.11 0.108
H 0.513 2.249 1.972 -0.16 -0.24 0.19 0.118
H -0.343 0.270 2.262 0.00 -1.09 -0.08 0.096
H -2.510 1.583 0.673 0.11 -0.11 -0.37 0.098
H -2.460 0.952 2.297 -0.07 0.16 0.03 0.108
H -3.721 -2.579 1.467 0.24 -0.05 0.12 0.102
H -4.769 0.788 0.728 -0.48 -0.19 -0.05 0.071
Cl 2.180 0.722 -6.234 0.02 -0.05 0.01 0.494
C 1.224 1.051 -4.782 0.05 -0.03 0.09 -1.043
Cl 0.198 2.477 -4.990 -0.03 0.00 0.06 0.493
H 0.593 0.195 -4.577 -0.03 0.02 -0.08 0.025
H 1.895 1.223 -3.950 -0.01 0.05 -0.02 0.003

---

# 2
61
Properties=species:S:1:pos:R:3:forces:R:3:lowdin_charge:R:1 method="wB97M-V/def2-TZVPD" e_homo_ev="-6.33 / -6.33" orbital_gap_ha="0.1857 / 0.1856" charge=0 e_lumo_ha="-0.047 / -0.047" total_energy_ha=-4089.26288
Ti 0.381 1.820 -1.568 -0.81 -0.13 0.70 0.306
N 4.538 2.514 -1.851 -0.01 0.00 -0.02 0.088
C 3.292 2.054 -2.105 0.08 -0.08 0.03 -0.842
S 2.054 3.242 -2.492 -0.10 0.09 -0.01 0.619
N 3.086 0.776 -2.059 -0.02 0.12 0.02 0.028
N 1.744 0.459 -2.206 0.43 -0.42 -0.09 -0.168
C 1.511 -0.732 -2.641 -0.20 0.01 0.02 -0.061
C 0.192 -1.248 -2.900 0.01 0.05 -0.01 -0.158
C 0.069 -2.588 -3.295 -0.02 -0.02 -0.01 -0.033
C -1.151 -3.119 -3.648 0.04 -0.01 0.00 -0.081
C -2.279 -2.298 -3.637 -0.03 0.04 0.00 -0.064
C -2.191 -0.975 -3.254 0.01 -0.04 0.02 -0.016
C -0.964 -0.437 -2.859 -0.06 -0.03 0.12 -0.333
O -0.910 0.835 -2.470 0.21 0.14 -0.44 -0.260
H 4.775 3.461 -2.079 0.00 0.01 0.00 0.082
H 5.271 1.840 -1.710 0.00 0.00 -0.02 0.104
H 2.371 -1.368 -2.833 0.02 0.02 -0.01 0.143
H 0.961 -3.203 -3.322 0.00 0.01 0.00 0.118
H -1.232 -4.156 -3.945 0.00 0.00 0.00 0.103
H -3.240 -2.701 -3.931 0.00 0.00 0.00 0.109
H -3.060 -0.331 -3.234 0.00 0.00 0.01 0.123
Cl -1.446 3.803 -1.748 0.19 -0.04 0.03 0.597
C -0.743 5.087 -0.699 -0.10 -0.08 0.01 -0.956
Cl -1.864 5.533 0.574 0.03 0.03 -0.02 0.569
H -0.552 5.939 -1.338 0.00 0.02 0.01 0.038
H 0.159 4.681 -0.257 0.01 0.00 -0.02 -0.026
S 0.728 2.101 0.674 0.06 0.11 -0.09 0.196
Sb -0.173 -0.141 0.623 0.39 0.02 -0.35 1.277
C 1.889 -1.065 0.639 -0.04 0.15 0.14 -0.368
C 1.945 -2.395 0.237 0.01 -0.01 0.00 -0.166
C 3.147 -3.096 0.244 -0.01 -0.01 -0.02 -0.102
C 4.310 -2.466 0.662 0.00 0.01 0.00 -0.103
C 4.263 -1.139 1.068 0.03 0.01 -0.01 -0.097
C 3.063 -0.439 1.048 0.06 -0.09 -0.05 -0.152
C -2.282 0.673 0.607 0.11 0.19 0.16 -0.364
C -3.264 -0.024 -0.081 -0.03 0.00 0.01 -0.153
C -4.581 0.426 -0.086 0.01 -0.04 -0.02 -0.096
C -4.919 1.581 0.602 0.00 0.03 0.02 -0.099
C -3.942 2.280 1.301 -0.02 0.01 0.01 -0.101
C -2.630 1.827 1.304 -0.07 -0.04 -0.08 -0.167
C -0.374 -0.732 2.673 -0.20 -0.06 -0.06 -0.355
C -1.165 -1.830 3.000 -0.06 0.01 0.02 -0.127
C -1.277 -2.250 4.318 0.01 0.01 0.02 -0.093
C -0.607 -1.565 5.323 -0.01 -0.01 -0.02 -0.096
C 0.175 -0.465 5.004 0.00 0.01 0.00 -0.089
C 0.295 -0.052 3.683 0.06 -0.01 0.00 -0.126
H 1.040 -2.904 -0.089 -0.01 0.00 0.00 0.086
H 3.174 -4.132 -0.073 0.00 0.00 0.00 0.096
H 5.247 -3.007 0.675 0.00 0.00 0.00 0.096
H 5.169 -0.645 1.402 0.00 0.00 0.00 0.097
H 3.051 0.602 1.347 0.00 0.02 0.02 0.062
H -3.007 -0.928 -0.626 0.00 -0.01 0.00 0.081
H -5.342 -0.125 -0.627 0.00 0.00 0.00 0.098
H -5.942 1.937 0.597 0.00 0.00 0.00 0.098
H -4.204 3.183 1.840 0.00 0.00 0.00 0.096
H -1.872 2.389 1.841 -0.01 0.00 0.00 0.066
H -1.711 -2.365 2.229 0.01 0.02 0.00 0.096
H -1.890 -3.109 4.561 0.00 0.00 0.00 0.100
H -0.697 -1.889 6.352 0.00 0.00 0.00 0.099
H 0.695 0.075 5.786 0.00 0.00 0.00 0.101
H 0.918 0.803 3.447 0.00 0.00 -0.01 0.081

---

Copy entry 1 word for word.
35
Properties=species:S:1:pos:R:3:forces:R:3:lowdin_charge:R:1 method="wB97M-V/def2-TZVPD" e_homo_ev=-10.07 orbital_gap_ha=0.3794 charge=0 e_lumo_ha=0.009 total_energy_ha=-4544.70034 smiles="CC[C@@H](Br)[C@@H]1C(=O)NC[C@H]1CP(=O)(O)O.ClCCl"
C 2.896 -0.973 1.654 0.54 0.14 -0.31 -0.119
C 2.213 -1.625 0.451 0.32 -0.57 1.15 -0.285
C 0.688 -1.684 0.506 0.51 0.57 -0.51 -0.578
Br 0.081 -2.414 2.229 0.11 -0.04 -0.29 0.781
C -0.034 -0.354 0.127 0.25 0.41 -0.12 -0.193
C 0.866 0.648 -0.615 0.58 1.01 0.33 -0.437
O 1.499 0.451 -1.609 0.55 -1.00 -1.08 0.085
N 0.866 1.928 -0.054 -1.07 -1.19 1.34 0.088
C -0.056 1.925 1.095 1.29 1.04 -0.34 -0.147
C -0.649 0.491 1.250 -0.82 2.07 -0.41 -0.289
C -2.187 0.729 1.264 -0.10 -1.63 1.11 -0.174
P -3.232 -0.667 0.755 -1.20 0.62 -0.63 0.407
O -3.078 -1.028 -0.644 0.81 -0.42 -1.14 -0.267
O -3.104 -1.887 1.755 -0.29 0.30 0.38 -0.150
O -4.770 -0.154 0.953 0.90 0.40 0.77 -0.139
H 2.768 0.111 1.699 -0.22 0.03 0.02 0.067
H 2.621 -1.409 2.609 -0.22 -0.01 0.00 0.034
H 3.968 -1.138 1.541 0.09 0.09 0.04 0.075
H 2.591 -1.160 -0.455 -0.40 0.01 -0.17 0.099
H 2.559 -2.659 0.422 0.01 -0.09 -0.03 0.109
H 0.380 -2.432 -0.210 -0.22 -0.13 0.00 0.090
H -0.702 -0.646 -0.684 -0.75 0.13 0.46 0.135
H 1.782 2.281 0.177 0.14 0.13 -0.58 0.137
H -0.767 2.734 0.916 -0.43 -0.35 0.11 0.108
H 0.513 2.249 1.972 -0.16 -0.24 0.19 0.118
H -0.343 0.270 2.262 0.00 -1.09 -0.08 0.096
H -2.510 1.583 0.673 0.11 -0.11 -0.37 0.098
H -2.460 0.952 2.297 -0.07 0.16 0.03 0.108
H -3.721 -2.579 1.467 0.24 -0.05 0.12 0.102
H -4.769 0.788 0.728 -0.48 -0.19 -0.05 0.071
Cl 2.180 0.722 -6.234 0.02 -0.05 0.01 0.494
C 1.224 1.051 -4.782 0.05 -0.03 0.09 -1.043
Cl 0.198 2.477 -4.990 -0.03 0.00 0.06 0.493
H 0.593 0.195 -4.577 -0.03 0.02 -0.08 0.025
H 1.895 1.223 -3.950 -0.01 0.05 -0.02 0.003